Record 1
C27H63O11P | ωB97M-V/def2-TZVPD

Cartesian coordinates (Å):
C (4.089, -2.565, -2.746)
C (3.656, -2.839, -4.195)
C (2.496, -1.981, -4.720)
C (2.214, -2.467, -6.171)
P (2.916, -0.104, -4.833)
C (3.503, 1.710, -4.993)
C (4.904, 1.741, -5.692)
C (6.077, 1.504, -4.687)
C (6.804, 0.194, -4.902)
O (7.586, 0.272, -6.123)
C (7.824, -0.966, -6.601)
O (7.831, -1.190, -7.723)
H (3.187, -2.449, -2.142)
H (4.746, -3.333, -2.342)
H (4.658, -1.637, -2.655)
H (3.305, -3.875, -4.215)
H (4.478, -2.785, -4.917)
H (1.585, -2.090, -4.125)
H (2.344, -3.551, -6.170)
H (1.206, -2.187, -6.468)
H (2.972, -2.090, -6.860)
H (2.639, -0.070, -6.241)
H (1.849, 0.259, -3.954)
H (4.200, -0.397, -4.278)
H (3.648, 2.178, -4.013)
H (2.812, 2.302, -5.602)
H (5.034, 2.745, -6.087)
H (4.880, 0.975, -6.473)
H (6.759, 2.347, -4.708)
H (5.603, 1.425, -3.707)
H (6.139, -0.669, -4.920)
H (7.495, 0.041, -4.062)
H (8.036, -1.755, -5.860)
C (1.347, 2.288, 2.081)
O (0.258, 2.611, 1.243)
C (0.663, 3.107, -0.025)
C (-0.273, 2.636, -1.119)
O (-0.112, 1.267, -1.463)
C (-0.619, 0.302, -0.552)
C (-2.131, 0.265, -0.466)
O (-2.614, 1.319, 0.353)
C (-3.945, 1.675, 0.053)
H (1.912, 3.187, 2.353)
H (0.948, 1.833, 2.987)
H (2.012, 1.563, 1.596)
H (1.684, 2.790, -0.262)
H (0.635, 4.203, 0.022)
H (-0.021, 3.191, -2.027)
H (-1.313, 2.869, -0.887)
H (-0.163, 0.418, 0.433)
H (-0.288, -0.662, -0.946)
H (-2.447, -0.685, -0.012)
H (-2.553, 0.339, -1.475)
H (-4.048, 1.944, -1.005)
H (-4.203, 2.546, 0.653)
H (-4.628, 0.853, 0.299)
C (2.230, -5.943, 1.207)
O (2.647, -4.854, 2.002)
C (3.487, -3.947, 1.302)
C (3.218, -2.521, 1.739)
O (2.001, -1.982, 1.242)
C (0.793, -2.442, 1.842)
C (0.594, -1.976, 3.270)
O (1.360, -2.764, 4.167)
C (1.653, -2.087, 5.369)
H (3.081, -6.577, 0.936)
H (1.521, -6.530, 1.789)
H (1.724, -5.593, 0.300)
H (3.344, -4.036, 0.220)
H (4.527, -4.206, 1.540)
H (4.006, -1.893, 1.314)
H (3.283, -2.420, 2.823)
H (0.702, -3.525, 1.757)
H (-0.005, -2.003, 1.238)
H (-0.464, -2.085, 3.543)
H (0.879, -0.919, 3.347)
H (2.167, -1.139, 5.168)
H (2.317, -2.720, 5.954)
H (0.739, -1.899, 5.944)
C (-7.293, -0.337, 3.188)
O (-6.879, 0.748, 3.989)
C (-6.034, 1.655, 3.295)
C (-6.298, 3.084, 3.722)
O (-7.506, 3.630, 3.209)
C (-8.726, 3.197, 3.799)
C (-8.938, 3.686, 5.218)
O (-8.195, 2.901, 6.136)
C (-7.908, 3.591, 7.332)
H (-6.441, -0.972, 2.919)
H (-8.005, -0.926, 3.765)
H (-7.794, 0.016, 2.280)
H (-6.172, 1.570, 2.212)
H (-4.996, 1.392, 3.540)
H (-5.502, 3.703, 3.298)
H (-6.240, 3.195, 4.805)
H (-8.833, 2.113, 3.733)
H (-9.510, 3.638, 3.180)
H (-10.001, 3.596, 5.478)
H (-8.641, 4.740, 5.284)
H (-7.379, 4.528, 7.126)
H (-7.260, 2.957, 7.936)
H (-8.827, 3.799, 7.893)

Calculated values
E_HOMO: -0.2911 Ha
SMILES string: CC[C@H](C)[PH3]CCCCOC=O.COCCOCCOC.COCCOCCOC.COCCOCCOC
Frontier orbital gap: 8.5 eV
LUMO: 0.61 eV

Results of the Löwdin charge analysis, in e, for atoms 1 through 99:
1. C -0.1174
2. C -0.3071
3. C -0.5358
4. C -0.1570
5. P 0.8538
6. C -0.4028
7. C -0.2518
8. C -0.1787
9. C -0.2094
10. O -0.0224
11. C -0.4183
12. O 0.1489
13. H 0.0708
14. H 0.0664
15. H 0.0455
16. H 0.1006
17. H 0.1011
18. H 0.0929
19. H 0.0654
20. H 0.0689
21. H 0.0557
22. H 0.0307
23. H 0.0158
24. H 0.0022
25. H 0.0615
26. H 0.0632
27. H 0.0965
28. H 0.0927
29. H 0.1137
30. H 0.1001
31. H 0.0890
32. H 0.1266
33. H 0.1506
34. C -0.1111
35. O -0.1980
36. C -0.1969
37. C -0.1800
38. O -0.1349
39. C -0.1853
40. C -0.1971
41. O -0.2000
42. C -0.1121
43. H 0.0883
44. H 0.0821
45. H 0.0869
46. H 0.1248
47. H 0.1276
48. H 0.1274
49. H 0.1198
50. H 0.1143
51. H 0.1253
52. H 0.1263
53. H 0.1286
54. H 0.0899
55. H 0.0856
56. H 0.0835
57. C -0.1123
58. O -0.1994
59. C -0.1966
60. C -0.1805
61. O -0.1342
62. C -0.1729
63. C -0.1952
64. O -0.1995
65. C -0.1110
66. H 0.0886
67. H 0.0886
68. H 0.0875
69. H 0.1139
70. H 0.1288
71. H 0.1268
72. H 0.1201
73. H 0.1209
74. H 0.1099
75. H 0.1311
76. H 0.1181
77. H 0.0861
78. H 0.0886
79. H 0.0889
80. C -0.1135
81. O -0.1972
82. C -0.2025
83. C -0.1786
84. O -0.1261
85. C -0.1794
86. C -0.2032
87. O -0.2023
88. C -0.1140
89. H 0.0875
90. H 0.0879
91. H 0.0881
92. H 0.1084
93. H 0.1317
94. H 0.1261
95. H 0.1202
96. H 0.1189
97. H 0.1269
98. H 0.1277
99. H 0.1273

---

Record 2
C16H35BF6N2O5P2 | ωB97M-V/def2-TZVPD

Cartesian coordinates (Å):
C (7.225, 2.317, 1.692)
O (6.744, 2.402, 0.368)
C (6.746, 1.164, -0.312)
C (5.849, 0.097, 0.314)
C (4.446, 0.615, 0.623)
C (3.631, -0.331, 1.528)
C (2.491, -1.036, 0.795)
C (1.316, -0.097, 0.494)
C (0.332, -0.832, -0.404)
N (-1.065, -0.252, -0.505)
P (-0.900, 1.338, -1.288)
O (-0.346, 1.262, -2.645)
C (-1.875, -1.176, -1.382)
C (-3.156, -0.520, -1.844)
C (-3.962, 0.082, -0.671)
C (-3.328, -0.019, 0.736)
C (-3.863, 1.081, 1.665)
C (-3.415, 2.515, 1.382)
C (-4.411, 3.324, 0.582)
N (-3.838, 4.327, -0.224)
O (-5.598, 3.162, 0.676)
C (-1.768, -0.116, 0.828)
B (-1.441, -1.294, 1.860)
O (-1.274, -0.878, 3.148)
O (-1.281, -2.615, 1.508)
H (7.657, 3.285, 1.947)
H (6.422, 2.090, 2.402)
H (8.010, 1.558, 1.786)
H (6.418, 1.366, -1.335)
H (7.777, 0.787, -0.366)
H (6.326, -0.294, 1.218)
H (5.800, -0.728, -0.405)
H (3.917, 0.750, -0.329)
H (4.515, 1.604, 1.078)
H (4.288, -1.087, 1.965)
H (3.205, 0.235, 2.363)
H (2.864, -1.434, -0.158)
H (2.126, -1.902, 1.355)
H (0.865, 0.195, 1.448)
H (1.722, 0.775, -0.025)
H (0.715, -0.807, -1.429)
H (0.236, -1.888, -0.152)
H (-0.149, 1.999, -0.315)
H (-2.194, 1.832, -1.178)
H (-1.253, -1.428, -2.242)
H (-2.059, -2.104, -0.849)
H (-3.743, -1.308, -2.306)
H (-2.959, 0.218, -2.626)
H (-4.907, -0.461, -0.615)
H (-4.244, 1.115, -0.898)
H (-3.732, -0.945, 1.164)
H (-3.572, 0.816, 2.686)
H (-4.954, 1.045, 1.629)
H (-2.424, 2.603, 0.930)
H (-3.338, 3.052, 2.334)
H (-3.449, 3.935, -1.077)
H (-4.591, 4.944, -0.519)
H (-1.395, 0.794, 1.309)
H (-1.572, -1.519, 3.803)
H (-2.034, -3.057, 1.100)
F (-1.533, -4.031, -1.917)
P (-2.514, -4.389, -3.256)
F (-1.228, -3.674, -4.013)
F (-3.587, -3.361, -2.452)
F (-3.130, -5.533, -2.253)
F (-2.165, -5.693, -4.185)
F (-3.397, -3.874, -4.539)

Calculated values
E_HOMO: -0.3742 Ha
Frontier orbital gap: 9.8 eV
LUMO: -0.37 eV

Charge distribution, Löwdin scheme, values in e:
1. C -0.1128
2. O -0.1960
3. C -0.2410
4. C -0.1901
5. C -0.1988
6. C -0.1926
7. C -0.1959
8. C -0.1852
9. C -0.1462
10. N -0.2699
11. P 0.8216
12. O -0.3115
13. C -0.1358
14. C -0.1538
15. C -0.1176
16. C -0.2415
17. C -0.1378
18. C -0.1115
19. C -0.5400
20. N 0.1263
21. O 0.0979
22. C -0.1311
23. B -0.6437
24. O 0.2014
25. O 0.1857
26. H 0.0890
27. H 0.0834
28. H 0.0914
29. H 0.1257
30. H 0.1211
31. H 0.1079
32. H 0.1220
33. H 0.1121
34. H 0.1060
35. H 0.1103
36. H 0.1116
37. H 0.1286
38. H 0.1229
39. H 0.1188
40. H 0.1030
41. H 0.1393
42. H 0.1372
43. H 0.0540
44. H 0.0307
45. H 0.1367
46. H 0.1143
47. H 0.1078
48. H 0.1091
49. H 0.1308
50. H 0.1009
51. H 0.1443
52. H 0.1207
53. H 0.1267
54. H 0.0830
55. H 0.1384
56. H 0.0843
57. H 0.1004
58. H 0.1227
59. H 0.1271
60. H 0.1272
61. F -0.2488
62. P 0.3883
63. F -0.2052
64. F -0.2368
65. F -0.1929
66. F -0.1855
67. F -0.1885

---

Record 3
C41H37F5P2SV | ωB97M-V/def2-TZVPD

Cartesian coordinates (Å):
V (1.104, -0.275, 0.991)
C (-1.055, -3.703, -0.815)
C (-1.114, -3.036, -1.974)
C (-2.372, -2.915, -2.786)
C (-3.673, -2.535, -2.007)
C (-3.595, -1.878, -0.657)
C (-3.364, -2.511, 0.499)
C (-3.204, -3.996, 0.618)
C (-2.169, -4.604, -0.347)
C (0.441, 2.313, 0.942)
H (-0.174, -3.708, -0.187)
H (-0.215, -2.649, -2.453)
H (-2.598, -3.865, -3.309)
H (-2.212, -2.178, -3.587)
H (-4.218, -1.828, -2.656)
H (-4.297, -3.442, -1.945)
H (-3.951, -0.838, -0.669)
H (-3.404, -1.987, 1.452)
H (-4.166, -4.521, 0.449)
H (-2.915, -4.234, 1.650)
H (-1.709, -5.460, 0.170)
H (-2.712, -4.998, -1.218)
H (1.093, 1.830, 1.717)
H (0.253, 3.361, 1.249)
H (0.964, 2.356, -0.031)
P (0.994, -0.420, -1.313)
P (-1.135, 1.456, 0.884)
C (-0.778, -0.204, -1.417)
C (-1.546, 0.343, -0.425)
C (1.652, 0.000, -2.895)
C (1.052, -0.472, -4.071)
C (1.627, -0.137, -5.299)
C (2.771, 0.680, -5.336)
C (3.340, 1.176, -4.149)
C (2.782, 0.841, -2.922)
C (1.632, -2.051, -0.755)
C (1.426, -2.430, 0.621)
C (2.232, -3.444, 1.184)
C (3.197, -4.080, 0.404)
C (3.396, -3.709, -0.937)
C (2.614, -2.712, -1.513)
C (-2.293, 2.786, 0.569)
C (-2.046, 3.563, -0.573)
C (-2.725, 4.765, -0.725)
C (-3.678, 5.132, 0.234)
C (-4.006, 4.283, 1.296)
C (-3.316, 3.085, 1.464)
C (-1.493, 0.783, 2.527)
C (-0.700, 0.975, 3.679)
C (-0.992, 0.280, 4.861)
C (-2.051, -0.642, 4.889)
C (-2.874, -0.793, 3.759)
C (-2.640, -0.016, 2.626)
H (-1.240, -0.372, -2.401)
H (-2.616, 0.376, -0.615)
H (0.168, -1.106, -4.003)
H (1.194, -0.539, -6.220)
H (3.228, 0.920, -6.298)
H (4.234, 1.801, -4.185)
H (3.197, 1.194, -1.976)
H (0.548, -2.040, 1.222)
H (2.059, -3.736, 2.226)
H (3.791, -4.894, 0.821)
H (4.161, -4.215, -1.531)
H (2.782, -2.418, -2.548)
H (-1.307, 3.233, -1.307)
H (-2.501, 5.400, -1.581)
H (-4.180, 6.092, 0.147)
H (-4.789, 4.536, 2.011)
H (-3.533, 2.393, 2.280)
H (0.141, 1.669, 3.640)
H (-0.401, 0.459, 5.771)
H (-2.255, -1.224, 5.797)
H (-3.714, -1.499, 3.782)
H (-3.342, -0.025, 1.784)
F (6.358, 5.611, 2.098)
C (5.557, 4.537, 1.955)
C (5.397, 3.634, 3.009)
F (5.991, 3.865, 4.197)
C (4.641, 2.482, 2.831)
F (4.470, 1.642, 3.878)
C (4.030, 2.166, 1.593)
S (3.329, 0.600, 1.324)
C (4.134, 3.152, 0.587)
F (3.397, 3.053, -0.558)
C (4.900, 4.303, 0.747)
F (4.997, 5.214, -0.241)

Calculated values
E_HOMO (spin up / spin down): -0.4822 / -0.4754 Ha
Total charge: +2
Frontier orbital gap (spin up / spin down): 6.4 / 6.4 eV
LUMO (spin up / spin down): -6.67 / -6.57 eV
Multiplicity: 2

Charge distribution, Löwdin scheme, values in e:
1. V 0.4078
2. C -0.0811
3. C -0.1375
4. C -0.1718
5. C -0.1593
6. C -0.1300
7. C -0.1011
8. C -0.1690
9. C -0.1623
10. C -0.2053
11. H 0.0744
12. H 0.0709
13. H 0.1297
14. H 0.0975
15. H 0.1168
16. H 0.1216
17. H 0.0944
18. H 0.0582
19. H 0.1336
20. H 0.1079
21. H 0.1224
22. H 0.1138
23. H -0.0036
24. H 0.1149
25. H 0.0667
26. P 0.9891
27. P 0.9444
28. C -0.2190
29. C -0.2242
30. C -0.3770
31. C -0.0749
32. C -0.0410
33. C -0.0292
34. C -0.0394
35. C -0.0681
36. C -0.3579
37. C -0.2362
38. C -0.0283
39. C -0.0180
40. C -0.0072
41. C -0.0370
42. C -0.3305
43. C -0.0794
44. C -0.0416
45. C -0.0328
46. C -0.0380
47. C -0.0542
48. C -0.3278
49. C -0.0598
50. C -0.0350
51. C -0.0225
52. C -0.0387
53. C -0.1116
54. H 0.0928
55. H 0.0715
56. H 0.0944
57. H 0.1225
58. H 0.1227
59. H 0.1234
60. H 0.0860
61. H 0.1031
62. H 0.1337
63. H 0.1290
64. H 0.1311
65. H 0.1222
66. H 0.1173
67. H 0.1228
68. H 0.1217
69. H 0.1235
70. H 0.1065
71. H 0.1124
72. H 0.1304
73. H 0.1293
74. H 0.1292
75. H 0.1083
76. F 0.1402
77. C -0.1031
78. C -0.1163
79. F 0.1311
80. C -0.2124
81. F 0.0772
82. C -0.5106
83. S 0.7063
84. C -0.2025
85. F 0.0425
86. C -0.1249
87. F 0.1246

---

no.,energy (eV)
1,-60823.4833
2,-65942.5075
3,-111783.7315